1 | A cluster of 2 separate species, C3H9N3O in total. Source: the Open Molecules 2025 dataset; level of theory: the ωB97M-V functional and the def2-TZVPD basis.

```
16
Properties=species:S:1:pos:R:3:nbo_charge:R:1
H -1.49362 1.19440 1.90379 0.49
N 1.54716 -0.63540 1.14420 -0.84
C -1.09082 0.43435 -1.23265 -0.28
O -1.22187 0.51177 1.27633 -0.62
H 3.63375 -1.17884 -0.15214 0.32
N -1.74492 0.94607 0.02295 -0.14
C 2.18086 0.03669 0.14808 0.27
H -1.10983 1.12007 -2.06696 0.21
H 0.63858 -0.34439 1.46705 0.42
H -3.30092 0.15850 -1.19402 0.20
H 1.77190 1.01673 -0.07774 0.16
N 3.22752 -0.30173 -0.47578 -0.72
H 1.84745 -1.56614 1.38677 0.38
C -2.36292 -0.12148 -0.73282 -0.28
H -2.33055 -1.11600 -0.30380 0.21
H -0.19177 -0.15461 -1.11325 0.22
```

Orbital gap: 0.3623 Ha
LUMO level: 0.797 eV
Highest occupied orbital energy: -9.06 eV

---

2 | The molecule C3H9N3O. Source: the Open Molecules 2025 dataset; level of theory: the ωB97M-V functional and the def2-TZVPD basis.

```
16
Properties=species:S:1:pos:R:3:nbo_charge:R:1
C -0.89682 1.57148 -1.56849 -0.43
H -1.75831 -0.95332 0.72799 0.34
H 1.94209 -1.29683 1.23282 0.24
H 0.76707 -2.57863 0.88798 0.19
H -1.46564 2.50451 -1.55708 0.19
H 0.46339 -1.41845 2.20793 0.18
H -1.16968 -1.94998 -0.45393 0.36
N -1.16975 -0.99323 -0.10645 -0.64
C 0.88316 -1.53882 1.20142 -0.42
N -0.02056 1.60183 -0.43454 -0.60
H -1.58096 0.72259 -1.56744 0.20
H -0.31731 1.55856 -2.49504 0.19
O 1.67462 0.94481 0.86311 -0.70
C 0.56221 0.63788 0.13942 0.69
H 1.86185 1.87796 0.69426 0.51
N 0.22465 -0.69037 0.22802 -0.31
```

Orbital gap: 0.3379 Ha
LUMO level: 0.845 eV
Highest occupied orbital energy: -8.35 eV

---

Stability ranking, top and bottom: 2 is the most stable and 1 is the least stable.

---

1 | The molecule C3H9N3O. Source: the Open Molecules 2025 dataset; level of theory: the ωB97M-V functional and the def2-TZVPD basis.

```
16
Properties=species:S:1:pos:R:3:nbo_charge:R:1
C 1.35118 0.56717 -1.05541 -0.04
H 0.08906 -1.54340 -0.42974 0.20
H -2.32139 -1.49031 -0.01121 0.40
H -2.89149 -0.64901 1.34058 0.39
C 0.32485 -1.00955 0.49346 -0.32
H -0.14661 1.89395 -0.50924 0.37
H 1.26244 0.70341 0.98916 0.38
N 1.33079 0.00382 0.26090 -0.62
H 0.68305 -1.70561 1.26008 0.22
H 2.31041 1.07497 -1.15928 0.16
C -0.91691 -0.44423 1.15262 0.67
H 1.37691 -0.25187 -1.76729 0.17
N 0.19500 1.40844 -1.32489 -0.88
N -2.09980 -1.05889 0.86867 -0.82
O -0.82951 0.44064 1.98045 -0.63
H 0.28202 2.06048 -2.08885 0.36
```

Orbital gap: 0.3611 Ha
LUMO level: 0.998 eV
Highest occupied orbital energy: -8.83 eV

---

2 | A cluster of 2 separate species, C3H9N3O in total. Source: the Open Molecules 2025 dataset; level of theory: the ωB97M-V functional and the def2-TZVPD basis.

```
16
Properties=species:S:1:pos:R:3:nbo_charge:R:1
O -0.54806 -0.24299 2.36823 -0.38
H -1.04894 1.39376 -2.23831 0.37
H 0.53150 0.75367 -2.54546 0.36
H 0.35946 1.78950 -0.12255 0.21
C -0.39442 0.11135 1.13728 0.16
N -0.44061 0.58818 -2.30198 -0.55
N 0.37547 -0.90416 0.26892 -0.43
C 0.28615 1.48591 0.92558 -0.63
H -0.29499 2.22947 1.47046 0.22
H 1.29217 1.45385 1.34727 0.22
C 0.65749 -2.02753 0.77240 -0.08
H 1.14027 -2.78849 0.15858 0.17
H 0.41072 -2.25866 1.80941 0.18
H -0.11655 -1.19356 -1.80062 0.33
N -0.86350 -0.50176 -1.76962 -0.40
H -1.34618 0.11145 0.52043 0.26
```

Orbital gap (spin up / spin down): 0.3775 / 0.1848 Ha
LUMO level (spin up / spin down): 0.783 / -1.872 eV
Highest occupied orbital energy (spin up / spin down): -9.49 / -6.90 eV

---

Stability ranking, top and bottom: 1 is the most stable and 2 is the least stable.

---

1 | A structure of composition C3H4CuLiO3. Source: the Open Molecules 2025 dataset; level of theory: the ωB97M-V functional and the def2-TZVPD basis.

```
12
Properties=species:S:1:pos:R:3:nbo_charge:R:1
Li -0.94868 -0.44308 1.94649 0.95
H -1.18073 -1.26858 -1.05042 0.19
H 0.75879 0.09240 -1.40581 0.20
C 0.84225 1.53165 0.64546 0.94
Cu -1.72416 0.85954 -1.51243 0.73
H 1.39615 -1.41039 -0.41798 0.19
H -1.47431 -1.96553 0.10716 0.24
O -0.31505 1.54777 0.09420 -0.93
C 0.77456 -0.50736 -0.47093 -0.15
O 1.22174 0.21847 0.72668 -0.58
C -0.61199 -0.95970 -0.15427 -1.12
O 1.26143 2.30481 1.49185 -0.67
```

Orbital gap (spin up / spin down): 0.2188 / 0.2189 Ha
LUMO level (spin up / spin down): -1.089 / -1.089 eV
Highest occupied orbital energy (spin up / spin down): -7.04 / -7.04 eV

---

2 | A structure of composition C3H4CuLiO3. Source: the Open Molecules 2025 dataset; level of theory: the ωB97M-V functional and the def2-TZVPD basis.

```
12
Properties=species:S:1:pos:R:3:nbo_charge:R:1
Cu 2.28979 -2.73261 -0.46106 0.64
C 0.81766 -0.67490 -0.02882 -0.20
O -0.84219 -1.45603 -1.53479 -0.85
O -1.71128 1.26595 0.39235 -0.63
H -0.04526 -0.59348 0.70177 0.10
H 0.23691 1.74915 0.86736 0.17
C 0.29624 -1.72588 -1.08395 0.19
O 2.00603 -0.99042 0.56528 -0.95
C -0.84176 1.99308 0.83527 0.35
Li -1.95906 -0.05962 -0.95452 0.94
H 0.86131 0.27947 -0.63264 0.10
H -1.10837 2.94529 1.33377 0.13
```

Orbital gap: 0.2204 Ha
LUMO level: -0.669 eV
Highest occupied orbital energy: -6.67 eV

---

Stability ranking, top and bottom: 2 is the most stable and 1 is the least stable.